1.
26
Properties=species:S:1:pos:R:3:forces:R:3 method="wB97M-V/def2-TZVPD" homo_energy_ev=-8.368 total_charge=0 e_lumo_ev=-0.4 homo_lumo_gap_ha=0.291
C -4.03418 0.35395 0.11977 -0.1993 0.0460 -0.1023
C -2.62016 0.42570 -0.36716 -0.4229 -0.1537 0.2898
C -2.32077 0.77543 -1.65266 0.4261 0.2542 -0.7615
C -0.98075 0.87470 -2.04534 -0.8069 0.1002 -0.0979
C 0.01094 0.60608 -1.14691 0.4390 0.0985 -0.2513
C -0.26612 0.21784 0.15802 1.0714 0.4097 0.0410
C 0.89890 -0.05200 1.09517 0.2839 0.7736 -0.4809
Nb 2.91203 -0.92516 0.21030 2.4385 0.6180 1.8843
N 4.07574 0.11511 1.49382 -0.8990 0.4352 -1.0372
C -1.58400 0.15208 0.51277 -0.6064 0.0181 0.1175
H -4.20875 -0.53612 0.71750 -0.0284 -0.1397 0.1098
H -4.73093 0.33758 -0.71332 -0.0996 -0.0091 -0.0792
H -4.28336 1.21569 0.73544 -0.0167 0.1073 0.0970
H -3.12069 0.98950 -2.34553 -0.0601 0.0127 -0.1579
H -0.71557 1.15468 -3.05225 -0.0604 0.0665 -0.1583
H 1.03708 0.68584 -1.45337 0.1626 -0.0586 -0.0435
H 0.61109 -0.82098 1.81835 1.7511 4.5710 0.7124
H 1.10166 0.86324 1.65176 0.3227 0.1729 -0.0172
H 2.91802 0.50364 -0.94220 -0.2955 -0.4476 -0.2079
H 4.24465 -1.60541 -0.82736 -0.4326 -0.0042 -0.4100
H 2.71881 -2.49561 1.24321 -0.6192 -0.2006 -0.3092
H 1.76504 -1.67028 -1.04855 -0.1719 0.1194 0.1646
H 4.92128 0.44793 1.03674 0.3478 -0.1312 0.2102
H 3.64053 0.93845 1.89685 0.1606 0.0371 0.4287
H -1.88935 -0.10713 1.50109 -0.0252 -0.1227 0.9112
Cs -0.10114 -2.44476 1.40385 -2.6596 -6.5729 -0.8523

---

2.
24
Properties=species:S:1:pos:R:3:forces:R:3 method="wB97M-V/def2-TZVPD" homo_energy_ev=-9.093 total_charge=0 e_lumo_ev=0.9 homo_lumo_gap_ha=0.367
C -1.50778 -2.30077 -0.76555 -0.5148 1.5209 -1.6321
C -1.10029 -1.07463 -0.98681 1.6736 2.2300 3.5086
C -0.81778 -0.36196 -2.24508 -0.3326 3.7588 1.5758
C 1.81767 -0.52881 -0.11277 -1.6638 -0.8282 0.5701
C 1.50620 1.11645 1.72168 -0.9365 1.2384 -1.7913
C -1.48180 1.03306 1.22523 -0.3630 0.0119 -0.1240
C 0.81969 0.55230 0.43927 1.8926 -1.4350 -1.1892
C -0.54027 -0.05395 0.72988 -0.7462 -0.8228 -2.7712
F -0.46060 -1.06812 1.64185 0.0198 -0.1206 0.2385
H -1.82937 -2.63080 0.13787 -0.1442 -0.8061 3.0483
H -1.99002 -2.85513 -1.52036 0.1083 -0.8001 -1.4766
H -1.64967 0.35141 -2.44748 -0.0704 -0.8475 -0.2046
H -0.02593 0.46150 -2.16940 -0.3773 -1.6800 0.0433
H -0.64288 -0.99088 -3.04642 0.3380 -1.1945 -1.7363
H 1.36214 -1.10974 -0.95681 0.4573 0.0946 1.1322
H 2.73506 -0.16667 -0.47426 1.1040 1.2240 -0.6177
H 2.15366 -1.12165 0.76517 -0.6470 -0.3737 -0.7672
H 2.41574 1.70954 1.38477 -1.0818 -0.7467 0.8071
H 0.69469 1.77522 2.10810 1.4766 -0.1978 0.6287
H 1.75003 0.25451 2.35157 -0.0262 0.5610 0.1578
H -1.56660 1.80663 0.45081 -0.1346 -0.2455 0.0704
H -2.48334 0.66528 1.48677 0.3382 0.0296 -0.1341
H -1.04919 1.55396 2.10724 -0.4400 -0.5776 -0.4096
H 0.67401 1.26791 -0.40722 0.0701 0.0070 1.0731

---

3.
27
Properties=species:S:1:pos:R:3:forces:R:3 method="wB97M-V/def2-TZVPD" homo_energy_ev=-14.077 total_charge=+1 e_lumo_ev=-4.8 smiles="CC(C)(C)[C@@H]1NC(=[NH2+])N=C[C@H]1F" homo_lumo_gap_ha=0.340
C 1.79599 -1.07804 0.76706 -1.7363 -3.2144 -3.4283
C 1.23514 0.02272 -0.13187 -1.2516 0.0678 1.9628
C 2.33491 1.04524 -0.04915 -2.4203 3.4231 -2.7266
C 0.74916 -0.49984 -1.50629 -0.5152 -1.0301 0.2554
C -0.02680 0.50878 0.72155 2.2371 3.2088 -1.3286
N -0.95419 -0.48998 0.97918 -2.5856 -2.6541 0.7955
C -2.09060 -0.63841 0.29985 1.3555 -1.3012 0.2593
N -2.95022 -1.62194 0.50416 0.0506 -1.0681 0.8692
N -2.31654 0.07831 -0.81623 -1.1374 0.7591 -1.0641
C -1.73956 1.19388 -0.97810 -1.2721 0.3520 -0.4551
C -0.83571 1.74715 0.06587 -0.1722 -2.9760 3.0161
F -1.62272 2.22392 1.13101 -0.0038 0.1480 -0.7695
H 2.66289 -1.43987 0.22671 0.2478 -0.5200 0.1618
H 1.07020 -1.96064 0.88407 1.1345 0.9937 -0.1914
H 2.10712 -0.77455 1.68735 0.6958 1.1707 2.5943
H 3.10024 0.76491 -0.67846 2.0714 -1.0058 -1.0916
H 2.00297 1.98646 -0.60434 0.1653 -0.8169 0.5137
H 2.73105 1.47750 0.83261 0.0180 -0.5034 1.4925
H -0.15123 -1.12977 -1.22051 1.0528 0.5129 -0.8822
H 1.45584 -1.17820 -1.98199 0.2600 -0.1874 0.3585
H 0.47656 0.14541 -2.37343 0.0439 0.3406 1.1786
H 0.46683 0.76276 1.69294 -0.8833 0.5666 -0.7005
H -0.74993 -1.21928 1.67048 0.0689 0.6610 -0.3024
H -3.69486 -1.80212 -0.19005 0.7970 0.3200 0.7185
H -2.72315 -2.34997 1.21032 -0.6429 0.8601 -0.8080
H -2.10575 1.72583 -1.86994 0.8597 0.1158 0.2809
H -0.22764 2.49973 -0.27282 1.5625 1.7771 -0.7086

---

4.
24
Properties=species:S:1:pos:R:3:forces:R:3 method="wB97M-V/def2-TZVPD" homo_energy_ev=-8.726 total_charge=0 e_lumo_ev=1.0 smiles="C=C[C@@H](C)C(C)(C)N=C" homo_lumo_gap_ha=0.358
C -1.13659 1.56953 -1.75548 0.2142 -0.0353 0.4804
C -0.62169 1.75195 -0.54035 0.0690 0.1671 -0.6402
C -0.32353 0.75858 0.56312 0.3078 0.4902 0.1559
C -1.62763 0.31523 1.25089 -0.0824 -0.2337 0.0566
C 0.69515 -0.42429 0.27686 -0.4790 0.4156 0.5910
C 1.52428 -0.65507 1.56935 -0.0685 0.2228 -0.0216
C 1.70950 -0.13580 -0.84785 -0.1842 -0.1566 -0.1962
N 0.05080 -1.70184 0.02967 1.0616 -1.7589 -0.8709
C -0.63238 -2.14236 -0.93522 -0.5888 0.7782 0.5728
H -1.39506 0.58488 -2.12266 -0.0513 -0.0231 -0.1034
H -1.30286 2.41952 -2.41174 -0.0102 -0.1918 0.0542
H -0.37682 2.78194 -0.27190 -0.1054 -0.1378 -0.0341
H 0.18793 1.39278 1.30353 0.0407 -0.3268 -0.0855
H -2.05864 -0.57538 0.78874 0.0705 0.0839 -0.0135
H -1.44636 0.09068 2.30563 -0.0571 -0.0841 -0.1029
H -2.39511 1.09424 1.19791 0.2629 0.0061 0.0492
H 0.87721 -0.79346 2.43969 -0.0131 0.0284 -0.0962
H 2.18591 0.19665 1.75970 -0.1239 -0.0053 -0.0091
H 2.14913 -1.54921 1.47959 -0.1988 0.1156 -0.1465
H 2.19746 0.83291 -0.70446 -0.1939 -0.0479 0.0207
H 1.24895 -0.16702 -1.83693 -0.0990 0.2151 0.0979
H 2.49665 -0.89692 -0.85829 -0.1624 0.0043 0.1933
H -0.74218 -3.23031 -1.09157 -0.0935 0.4291 0.3970
H -1.26412 -1.51724 -1.58822 0.4847 0.0450 -0.3487

---

5.
25
Properties=species:S:1:pos:R:3:forces:R:3 method="wB97M-V/def2-TZVPD" homo_energy_ev=-12.861 total_charge=+1 e_lumo_ev=-3.1 homo_lumo_gap_ha=0.357
C -0.51641 -1.08873 0.04778 0.6894 0.0649 0.2964
C 1.84648 0.09824 0.06882 -3.4019 1.1653 -0.2221
C -1.69778 -1.65180 0.14198 -1.4384 3.8112 2.2106
C 0.63409 -1.82665 -0.57430 0.6653 2.4525 -1.5404
C 1.94288 -1.40378 0.00980 3.0520 0.8233 0.2142
C -0.08386 0.23448 0.65865 3.3623 0.0712 -1.0464
C -0.18996 0.37478 2.18777 -0.7371 -1.1323 -0.4022
C -0.56837 1.52118 -1.58555 -0.1024 0.4425 -1.8869
N 2.41413 1.04886 -0.50697 1.1853 -3.6794 0.7172
N -0.53582 1.52844 -0.08677 0.5851 -0.7247 -0.4716
H -2.55554 -1.14957 0.65548 0.8568 -0.1281 -0.4074
H -1.97911 -2.56105 -0.17350 -0.3722 -3.2879 -1.4162
H 0.59106 -2.84212 -0.68098 -0.7366 -2.7767 0.3996
H 0.74322 -1.52527 -1.64924 -0.3697 0.1209 0.5791
H 2.77633 -1.64964 -0.70276 -0.6703 0.2249 0.5802
H 2.33548 -1.78913 0.98998 -1.0589 0.1102 -0.6306
H 0.65504 -0.13658 2.71203 -0.8740 0.1021 -0.5857
H -1.17566 -0.06589 2.46617 0.7971 0.0514 0.2239
H -0.20494 1.36988 2.58652 0.1675 0.8475 -0.1961
H 0.36655 1.04094 -1.92632 -0.6265 0.3727 0.0363
H -1.42770 1.01371 -2.00883 -0.0452 -0.7319 0.5530
H -0.71776 2.53929 -2.10906 0.7567 -1.0898 1.6331
H 2.09023 1.95969 -0.48580 -0.8992 2.2225 0.2316
H -1.45883 1.77157 0.26116 0.1315 0.6871 0.3142
H 0.21506 2.21842 0.08448 -0.9166 -0.0193 0.8161

---

6.
25
Properties=species:S:1:pos:R:3:forces:R:3 method="wB97M-V/def2-TZVPD" homo_energy_ev=-12.302 total_charge=+1 e_lumo_ev=-2.7 homo_lumo_gap_ha=0.353
C -3.14590 -1.62407 0.15659 -3.2836 -3.8120 0.3732
C -2.18638 -1.05326 -0.21755 1.2885 1.8646 0.4308
C 1.63300 0.51835 0.83276 -1.1508 -2.9048 2.4055
C 0.41180 -1.47856 0.48109 -2.2538 0.0702 -2.6084
C 0.68944 1.30037 0.07665 -0.3195 4.1283 -0.8772
C -0.99294 -0.35335 -0.37402 4.5709 -0.9658 -3.3456
C 2.36540 -1.11567 -0.79197 2.4502 -2.4414 -0.5098
C -1.71939 1.92350 -0.14639 0.4616 1.1368 0.8580
N 1.65601 -0.88934 0.43599 -0.1002 0.1358 -0.6633
N -0.71187 0.89677 0.34055 -3.3379 -0.3628 1.2442
H -3.85093 -2.48743 0.26911 0.7116 1.7331 0.1499
H 2.60015 0.90243 0.91801 1.4464 0.6888 -0.1606
H 1.20780 0.43925 1.84923 0.4883 0.5043 0.1296
H -0.07434 -1.50613 1.42162 -0.2818 0.0440 1.1597
H 0.25766 -2.45778 -0.05263 0.5788 1.1337 0.5423
H 0.81195 2.43510 0.34278 -0.4637 -2.0539 -0.2763
H 0.85462 1.27173 -1.02095 -0.3429 -0.2095 0.5666
H -0.77337 -0.01813 -1.48945 -0.3503 -1.3739 1.9892
H 1.81374 -1.08602 -1.72664 -0.5231 0.6001 -0.0720
H 3.24615 -0.44701 -0.83156 -0.5042 -0.3513 -0.1335
H 2.79304 -2.20511 -0.81826 -0.6602 1.8969 0.3051
H -1.66828 2.87947 0.46508 -0.3031 -1.4249 -0.5920
H -1.50816 2.16014 -1.16787 0.8660 0.2637 -0.6107
H -2.68429 1.45537 -0.27574 -0.3931 -0.0512 0.9711
H -1.02493 0.53935 1.32356 1.4059 1.7512 -1.2761

---

7.
29
Properties=species:S:1:pos:R:3:forces:R:3 method="wB97M-V/def2-TZVPD" homo_energy_ev="-7.447 / -7.448" total_charge=0 e_lumo_ev="0.3 / 0.3" homo_lumo_gap_ha="0.285 / 0.285"
C 0.96871 -1.04790 0.91577 -0.1287 2.7677 -2.6743
C -0.40653 -0.33731 -2.31244 0.3664 -2.9885 -1.5715
C -0.57062 2.70415 -0.45725 -0.2532 0.0710 0.9559
C 0.61289 2.06897 0.31547 -3.5801 -2.1895 1.1217
C -1.24511 1.49180 -1.15247 -0.5449 2.3111 0.4543
C 0.94835 0.86309 -0.52858 0.0554 -4.2115 0.9152
C -0.06893 -2.89152 2.11150 1.9338 -1.6618 0.3659
C -1.36261 -0.95833 1.24093 -2.3867 -4.6287 -3.5311
N -0.12152 0.60160 -1.45104 -1.5001 3.6573 2.9109
N -0.11074 -1.71094 1.26709 -1.1619 0.6306 2.2099
N 2.23711 0.56034 -0.99853 0.7983 -0.3246 0.9774
O 0.64549 -1.14263 -2.58234 -1.0278 -1.1453 -1.7379
O 2.11701 -1.36616 0.93394 1.4550 -1.0782 0.4286
O -1.48491 -0.51690 -2.85750 1.0186 0.4559 0.4586
H -1.19951 3.31101 0.20918 -0.2689 -0.7616 0.1021
H -0.36024 3.46290 -1.19228 1.0546 -0.0372 -0.5292
H 1.46195 2.60192 0.38935 2.8047 2.3616 0.4018
H 0.27780 1.78195 1.44890 0.8003 0.6031 -2.8685
H -2.08183 1.14998 -0.49325 0.8458 -0.5472 -0.7576
H -1.65973 1.90537 -2.08148 -0.1609 -0.7371 0.2082
H 0.84737 -3.01787 2.85215 -1.4532 0.4454 -2.1822
H -0.89426 -2.99869 2.76824 -1.0796 0.6237 0.5087
H -0.21202 -3.72189 1.40355 0.7469 -0.3278 0.5879
H -1.22740 -0.00072 1.44458 0.7373 4.3126 0.7000
H -1.81719 -1.09700 0.16000 0.7461 0.6054 1.9821
H -2.17990 -1.31995 1.89037 0.8857 -0.3036 0.0403
H 1.33582 -1.29790 -1.95411 0.3706 0.6466 0.8657
H 2.89393 1.27131 -0.69159 -0.0177 0.0183 -0.1120
H 2.65661 -0.34869 -0.59813 -1.0557 1.4321 -0.2310

---

8.
31
Properties=species:S:1:pos:R:3:forces:R:3 method="wB97M-V/def2-TZVPD" homo_energy_ev=-9.624 total_charge=0 e_lumo_ev=0.4 smiles="NC(=O)CC[C@H](N)C(=O)N[C@@H](CS)C(=O)O" homo_lumo_gap_ha=0.368
N -4.75621 0.08903 0.56754 -0.1657 -1.1684 -1.5394
C -3.37136 0.21325 0.85572 -2.5685 -0.3531 0.1683
O -2.83971 -0.48625 1.69261 -0.2177 0.9447 -0.0806
C -2.71351 1.46270 0.13028 0.1465 -0.7223 0.7197
C -1.26073 1.03687 0.24643 3.3254 -0.4501 0.2940
C -0.96420 -0.10044 -0.82717 2.8043 2.1002 -1.6773
N -1.85212 -1.12549 -0.70698 -3.2423 -4.4993 -2.8281
C 0.43681 -0.71914 -0.76968 3.4563 -0.5044 1.4938
O 0.73014 -1.93998 -0.99994 -1.6057 2.6103 0.2360
N 1.49447 0.08513 -0.33508 -1.4364 -1.3388 -0.4056
C 2.85139 -0.46969 -0.39837 1.2857 1.2469 -1.7832
C 3.79727 0.81925 -0.58980 -1.5395 -2.0079 0.6254
S 3.25827 2.20028 0.39342 0.0270 0.3247 2.9743
C 3.26379 -1.33456 0.82825 -0.5880 1.5954 0.1170
O 4.10614 -1.03583 1.63291 0.7261 0.3787 -0.6063
O 2.48337 -2.33934 1.05884 -2.8729 -1.7043 -0.9743
H -4.81097 0.15327 -0.46436 -0.4311 0.3696 0.8269
H -5.32569 -0.77831 0.83247 1.8300 1.5467 0.0494
H -2.90496 2.30325 0.81651 0.0088 -0.1965 -0.2602
H -3.07444 1.80647 -0.92600 0.5523 -1.2071 1.8987
H -0.47255 1.88864 0.23699 -1.4740 -1.2284 -0.4484
H -1.02284 0.46814 1.25410 -0.9053 1.5035 -1.7597
H -0.94858 0.30577 -1.90782 -0.5086 -0.2036 1.4536
H -1.85407 -1.85514 -1.57032 0.3074 2.4081 2.8811
H -1.74741 -1.65119 0.15898 -0.0371 0.0849 -0.3470
H 1.39278 1.05020 0.04730 0.0271 -1.1551 -0.5915
H 2.91317 -1.04293 -1.41209 -0.0037 0.5592 2.0601
H 4.84500 0.59084 -0.47100 0.1443 -0.0898 -0.0577
H 3.50919 1.10808 -1.58763 0.5172 0.4534 -0.4805
H 3.18144 1.66116 1.79154 0.4254 0.6498 -2.7178
H 1.65612 -2.36404 0.42235 2.0129 0.0529 0.7593